Computed, not measured: a 12-piece molecular cluster, H23O12 overall, with ωB97M-V with the def2-TZVPD basis set.

LUMO level = 2.49 eV
Strongest force on any atom = 4.07 eV/A
E_HOMO = -0.261 Ha
Molar mass = 215.2 u

Structure (ORCA input):
```
! RIJCOSX wB97M-V def2-TZVPD def2/J DEFGRID3
* xyz -1 1
O -2.327 1.119 1.205
O -0.598 -0.382 2.498
O 2.091 -0.370 3.074
O -2.425 -2.265 -0.288
O 0.747 -2.537 -0.128
O 0.348 0.009 -0.438
O -0.889 -1.110 -2.352
O 2.015 -0.612 -2.360
O 0.993 2.418 1.323
O -2.639 0.806 -1.833
O 0.512 2.271 -1.678
O 2.776 0.065 0.443
H 2.461 -0.169 2.207
H 1.158 -0.290 2.932
H 0.719 1.580 0.931
H -1.969 0.222 -2.141
H -1.801 -1.809 -0.849
H 0.593 -1.569 -0.133
H -0.616 -0.312 3.444
H -1.604 0.687 1.657
H 2.807 -0.359 -1.978
H 1.885 0.036 0.050
H -1.205 -1.136 2.330
H -0.087 2.284 -2.407
H -1.833 1.870 0.856
H 0.314 -2.845 0.596
H -3.262 -2.161 -0.711
H -0.204 0.022 0.389
H -2.237 1.325 -1.131
H -0.358 -0.583 -1.720
H 0.416 2.599 2.054
H 3.118 0.976 0.290
H -0.851 -0.634 -3.198
H 1.379 -0.537 -1.636
H 0.557 1.394 -1.293
*
```

---

Computed, not measured: a 2-piece molecular cluster, C5H14NO overall, with ωB97M-V with the def2-TZVPD basis set.

LUMO level = -4.65 eV
Strongest force on any atom = 4.58 eV/A
E_HOMO = -0.527 Ha
Molar mass = 104.2 u

Structure (ORCA input):
```
! RIJCOSX wB97M-V def2-TZVPD def2/J DEFGRID3
* xyz 1 1
O -1.371 2.900 -1.142
N -0.470 0.199 -1.760
C 0.395 -0.518 -0.840
C 0.842 -1.281 1.650
C 1.273 -0.159 2.670
C -1.107 -0.325 -2.697
C -0.200 -0.950 0.622
H -1.833 0.193 -3.275
H 0.431 0.099 3.323
H 1.833 -1.518 1.069
H 1.983 -0.648 3.357
H 0.790 -2.299 2.120
H -1.111 -1.610 0.687
H -1.045 -1.409 -2.981
H -0.824 1.123 -1.623
H -0.589 3.453 -1.184
H 0.665 -1.443 -1.323
H -0.640 -0.057 1.124
H -2.067 3.482 -1.169
H 1.405 -0.038 -0.774
H 1.639 0.806 2.145
*
```

---

Computed, not measured: CH4N2O as an isolated structure, with ωB97M-V with the def2-TZVPD basis set.

LUMO level (spin up / spin down) = 0.25 / -0.46 eV
Strongest force on any atom = 3.82 eV/A
E_HOMO (spin up / spin down) = -0.289 / -0.357 Ha
Molar mass = 60.1 u

Structure (ORCA input):
```
! RIJCOSX wB97M-V def2-TZVPD def2/J DEFGRID3
* xyz 0 3
O 0.831 0.887 1.718
N -1.005 -0.856 0.721
N -0.115 -0.065 0.470
C 0.278 0.173 -0.850
H 1.301 -0.188 -1.009
H -0.366 -0.349 -1.457
H 0.386 1.244 -1.238
H -1.310 -0.845 1.646
*
```

---

Computed, not measured: a 9-piece molecular cluster, C36H68O20S7 overall, with ωB97M-V with the def2-TZVPD basis set.

LUMO level = 0.07 eV
Strongest force on any atom = 2.68 eV/A
SMILES string = C[C@H]1COC(=O)O1.C[C@H]1COC(=O)O1.O=S1(=O)CCCC1.O=S1(=O)CCCC1.O=S1(=O)CCCC1.O=S1(=O)CCCC1.O=S1(=O)CCCC1.O=S1(=O)CCCC1.O=S1(=O)CCCC1
E_HOMO = -0.353 Ha
Molar mass = 1045.4 u

Structure (ORCA input):
```
! RIJCOSX wB97M-V def2-TZVPD def2/J DEFGRID3
* xyz 0 1
S -9.426 16.634 5.653
S -5.587 17.591 8.735
S -13.912 12.400 10.033
S -7.727 13.609 13.396
S -4.947 12.531 3.521
S -3.071 12.840 13.332
S -10.844 12.381 1.157
O -3.940 12.313 14.333
O -8.583 13.223 12.306
O -8.471 10.645 6.520
O -1.708 12.382 13.184
O -10.410 16.028 4.791
O -6.197 13.208 3.265
O -11.017 13.320 0.077
O -2.845 12.225 7.812
O -5.954 17.149 10.056
O -14.043 11.211 10.825
O -8.122 10.543 8.763
O -15.063 13.159 9.595
O -2.186 10.763 9.376
O -11.052 10.971 0.933
O -9.822 17.615 6.645
O -1.143 10.796 7.416
O -5.517 16.664 7.632
O -3.695 13.155 3.188
O -6.600 14.493 13.188
O -7.096 12.089 7.544
C -9.253 12.600 1.984
C -4.085 14.193 11.260
C -5.000 12.123 5.285
C 1.010 10.245 8.476
C -0.408 9.842 8.195
C -7.630 11.525 9.681
C -6.655 13.785 9.087
C -4.053 18.530 8.831
C -8.155 11.995 15.390
C -5.894 20.200 8.675
C -4.241 10.063 3.979
C -7.130 12.186 14.304
C -11.952 14.151 9.742
C -6.603 12.323 8.918
C -12.848 13.610 10.835
C -7.293 15.082 5.541
C -6.871 16.410 4.907
C -10.939 12.369 3.802
C -11.710 12.946 2.606
C -8.564 13.364 15.925
C -2.106 11.359 8.166
C -7.947 11.058 7.506
C -11.497 12.919 8.968
C -3.057 14.645 13.435
C -4.952 10.840 2.891
C -6.641 18.958 8.238
C -8.499 15.315 6.468
C -12.756 12.117 8.676
C -9.545 11.974 3.327
C -8.777 14.275 14.712
C -3.059 15.083 11.986
C -8.059 17.348 4.684
C -4.564 10.668 5.369
C -4.380 19.970 8.501
C -3.879 12.763 11.733
C -1.253 9.675 9.473
H -3.448 17.972 8.115
H -12.765 12.678 2.616
H -2.181 14.896 14.028
H -0.463 8.907 7.638
H -13.366 14.274 11.517
H -5.994 10.587 2.708
H -9.519 10.890 3.143
H -4.087 20.188 7.472
H -6.057 12.248 5.483
H -9.799 14.188 14.340
H -5.750 14.229 8.676
H -5.093 14.569 11.405
H -7.796 13.829 16.546
H -8.727 12.024 4.048
H -13.264 12.518 7.795
H -3.161 10.140 3.828
H -7.762 11.385 16.213
H -4.387 12.855 5.804
H -8.052 18.327 5.155
H -11.167 14.770 10.179
H -3.209 16.136 11.763
H -3.983 14.896 13.955
H -9.223 14.513 6.564
H -7.527 14.360 8.776
H -6.562 18.957 7.145
H -8.162 15.766 7.403
H -8.454 12.123 10.074
H 1.598 10.277 7.559
H -6.137 12.424 14.692
H -6.465 14.667 6.107
H -11.643 14.032 2.606
H -12.200 12.960 11.442
H -6.198 16.959 5.572
H -12.506 14.828 9.082
H -10.814 12.360 9.620
H 1.442 9.490 9.134
H -6.187 21.100 8.137
H -8.468 17.363 3.675
H -3.329 12.140 11.033
H -7.195 11.067 10.572
H -7.670 18.804 8.542
H -6.134 20.390 9.727
H -10.899 13.187 4.528
H -3.843 20.690 9.113
H -11.426 11.544 4.316
H -1.793 8.730 9.480
H -4.841 12.262 11.871
H -4.384 10.938 1.968
H -6.315 16.247 3.986
H -12.668 11.042 8.538
H -3.873 14.242 10.190
H -9.006 11.358 15.131
H -3.594 18.385 9.807
H -9.441 13.206 16.551
H -4.445 8.993 3.947
H -8.475 12.166 1.364
H -6.932 11.299 13.701
H -8.582 15.335 14.848
H -6.674 14.043 10.154
H 1.073 11.224 8.951
H -10.906 13.087 8.067
H -9.170 13.689 2.010
H -2.078 14.784 11.593
H -5.386 10.096 5.815
H -7.719 14.433 4.776
H -3.730 10.445 6.033
H -5.610 11.887 8.815
H -0.703 9.804 10.402
*
```

---

Computed, not measured: C11H15Br2F9NbS as an isolated structure, with ωB97M-V with the def2-TZVPD basis set.

LUMO level = 2.06 eV
Strongest force on any atom = 3.45 eV/A
E_HOMO = -0.178 Ha
Molar mass = 603.0 u

Structure (ORCA input):
```
! RIJCOSX wB97M-V def2-TZVPD def2/J DEFGRID3
* xyz -1 1
Nb -0.164 2.035 0.214
Br -0.837 2.441 -3.237
Br 2.727 4.204 -0.690
S -2.916 -3.414 -0.758
F -2.686 -2.640 -2.174
F -3.271 -4.131 0.641
F -3.799 -2.132 -0.290
F -4.278 -4.046 -1.359
F -2.132 -4.695 -1.341
F -1.661 -1.379 0.296
F -0.564 -4.691 0.986
F -0.492 -2.466 -1.115
F -1.313 -3.020 2.324
C 0.766 3.333 -2.562
C 1.636 1.064 1.233
C 1.108 3.238 -1.260
C 0.913 -1.372 1.962
C -0.030 3.705 1.731
C 1.785 -0.483 0.978
C -0.018 4.616 2.511
C -0.690 -3.331 1.151
C 1.540 4.139 -3.628
C 0.788 -2.806 1.321
C -1.337 -2.623 -0.080
H 1.383 -2.932 0.395
H -1.737 2.784 -0.386
H -0.049 -0.883 2.202
H 1.536 1.222 2.330
H 2.857 -0.759 1.164
H 1.519 -1.445 2.891
H 0.020 5.361 3.299
H 2.593 4.331 -3.358
H 1.564 3.508 -4.551
H 1.228 -3.520 2.060
H 0.981 5.076 -3.850
H 1.593 -0.781 -0.080
H -1.231 1.135 1.408
H 2.562 1.560 0.847
H -0.332 0.612 -0.934
*
```

---

Computed, not measured: a 13-piece molecular cluster, C26H79NO24 overall, with ωB97M-V with the def2-TZVPD basis set.

LUMO level = 0.02 eV
Strongest force on any atom = 2.54 eV/A
E_HOMO = -0.342 Ha
Molar mass = 789.9 u

Structure (ORCA input):
```
! RIJCOSX wB97M-V def2-TZVPD def2/J DEFGRID3
* xyz 0 1
O -1.139 2.428 -0.591
O 2.269 0.035 -3.573
O -0.360 -4.926 -0.650
O 4.284 1.274 0.219
O 2.043 -4.869 -2.311
O 5.193 -0.946 -3.717
O 1.395 -1.888 1.695
O 1.397 5.177 -5.321
O -0.322 5.196 -2.749
O -6.290 3.899 0.807
O -3.800 2.454 0.118
O 1.730 2.185 0.483
O -0.410 1.066 5.473
O 4.629 -2.651 3.333
O -1.782 -1.179 -1.850
O -0.050 1.041 -2.660
O -3.869 -3.072 -1.720
O -3.862 -2.648 2.557
O 0.180 -0.361 -0.087
O -3.710 0.978 2.375
O 0.906 3.079 3.503
O 3.699 -1.523 0.619
O -4.267 -0.317 -2.879
O 6.185 3.491 0.462
N -1.503 -2.676 1.230
C -0.305 -4.487 -1.972
C -3.858 -0.322 1.862
C 0.718 4.062 -4.691
C 5.327 -2.602 2.099
C -0.695 -3.239 2.298
C 5.794 2.673 1.565
C -0.565 4.443 -3.927
C -1.228 -4.649 2.675
C -0.302 3.397 0.035
C -3.892 3.700 0.764
C 0.865 -3.168 2.075
C 4.054 -1.526 -3.108
C -5.120 3.948 1.635
C -1.084 0.551 -3.483
C 1.408 -1.040 2.867
C 1.176 3.214 -0.323
C -4.917 -2.202 -1.419
C 5.414 1.251 1.122
C -3.999 -1.338 3.030
C 3.017 -0.610 -2.555
C -1.239 -0.987 -3.213
C -0.314 3.180 4.264
C 1.061 -3.865 -2.267
C 4.494 -2.746 0.761
C -1.069 1.808 4.423
C -5.327 -1.228 -2.553
H 0.888 -0.732 0.439
H -3.694 1.589 1.634
H -2.064 2.510 -0.349
H 0.377 3.342 -5.435
H 6.021 -3.412 2.324
H 4.109 -3.458 3.337
H 2.680 2.106 0.369
H -1.938 -1.423 -3.927
H -0.762 -2.697 3.241
H -3.186 -1.043 3.694
H -2.055 1.026 -3.347
H -0.727 -5.388 2.049
H -4.647 -1.703 -0.488
H -4.672 2.309 -0.254
H -0.871 0.775 -4.528
H -0.271 -1.457 -3.382
H -5.144 3.247 2.469
H -0.959 3.915 3.783
H 3.942 0.379 0.152
H -6.390 2.976 0.564
H -2.072 2.061 4.766
H -2.300 -4.722 2.489
H 1.041 -3.272 -3.181
H -1.286 -0.656 -1.217
H -0.434 3.157 1.090
H -4.963 -1.242 3.529
H 4.283 -2.255 -2.331
H 5.218 -2.831 -0.049
H 2.117 -1.335 3.641
H 0.427 0.555 -0.212
H 1.551 0.521 -3.162
H 5.538 3.338 -0.231
H 1.902 -0.109 2.588
H 1.902 -5.384 -3.109
H -5.606 -2.964 -1.054
H 1.457 5.818 -4.609
H -0.959 -1.958 0.774
H -5.624 -1.809 -3.426
H 3.545 -2.093 -3.887
H -1.126 1.236 3.496
H 1.102 -3.976 1.383
H 2.277 -1.129 -1.946
H -6.203 -0.673 -2.219
H 0.409 -5.483 -0.505
H 1.466 3.537 -4.098
H -3.830 4.500 0.026
H 1.318 3.061 -1.393
H -3.007 3.690 1.399
H 0.420 -0.799 3.259
H -3.081 -2.569 -1.937
H 5.868 -1.659 2.176
H 5.139 0.613 1.962
H -0.088 3.535 5.269
H 1.252 -3.173 -1.446
H -1.031 3.524 -3.570
H -1.090 -4.867 3.734
H 5.927 -1.550 -3.852
H 2.960 -1.620 1.224
H 1.695 4.149 -0.113
H 5.021 3.208 2.117
H 3.885 -3.649 0.721
H 0.532 1.241 5.411
H -1.662 -3.310 0.459
H -0.602 -5.357 -2.558
H 6.311 0.846 0.654
H 3.470 0.092 -1.854
H 6.547 2.690 2.353
H -3.051 -0.645 1.204
H -0.738 4.384 -0.119
H -1.142 -3.802 -2.110
H 1.259 -3.444 3.053
H -3.123 -2.602 1.945
H -1.341 4.948 -4.501
H -4.689 -0.335 1.156
H -1.150 5.553 -2.420
H -3.437 -0.661 -2.541
H -0.474 1.678 -2.080
H 0.757 2.771 2.606
H -5.082 4.900 2.166
*
```

---

Computed, not measured: a 2-piece molecular cluster, C6H12O4 overall, with ωB97M-V with the def2-TZVPD basis set.

LUMO level = 0.38 eV
Strongest force on any atom = 4.45 eV/A
SMILES string = CCC(=O)O.CCC(=O)O
E_HOMO = -0.384 Ha
Molar mass = 148.2 u

Structure (ORCA input):
```
! RIJCOSX wB97M-V def2-TZVPD def2/J DEFGRID3
* xyz 0 1
O 0.395 -2.277 -1.310
O 3.676 1.058 0.528
O -1.075 -0.689 -2.262
O 2.464 2.226 2.137
C 1.358 1.311 0.159
C 2.561 1.620 1.055
C -1.755 -2.150 -0.544
C 0.031 1.941 0.700
C -0.720 -1.598 -1.467
C -2.563 -1.059 0.093
H -2.357 -2.875 -1.125
H -1.951 -0.394 0.725
H -0.320 1.400 1.595
H -3.321 -1.549 0.727
H -3.082 -0.446 -0.664
H 4.473 1.256 1.092
H 1.484 1.821 -0.816
H -1.260 -2.705 0.277
H -0.756 1.893 -0.072
H 0.194 2.998 0.969
H 1.285 0.224 -0.037
H 1.240 -2.005 -1.762
*
```

---

Computed, not measured: a 2-piece molecular cluster, C5H14 overall, with ωB97M-V with the def2-TZVPD basis set.

LUMO level (spin up / spin down) = -3.16 / -10.61 eV
Strongest force on any atom = 2.08 eV/A
E_HOMO (spin up / spin down) = -0.539 / -0.538 Ha
Molar mass = 74.2 u

Structure (ORCA input):
```
! RIJCOSX wB97M-V def2-TZVPD def2/J DEFGRID3
* xyz 1 2
C -1.450 -1.078 -1.670
C -0.561 -1.165 -0.386
C 2.525 1.020 1.207
C -1.997 0.351 -1.393
C 1.277 0.708 2.016
H 3.097 1.836 1.647
H -1.352 1.189 -1.672
H 0.035 -0.276 -0.220
H 0.102 -2.061 -0.370
H -2.296 0.615 -0.381
H 1.328 -0.080 2.769
H 3.237 0.215 1.016
H 1.008 1.570 2.638
H 0.377 0.638 1.452
H -1.259 -1.281 0.413
H 2.241 1.298 0.200
H -2.865 0.313 -2.110
H -0.867 -1.197 -2.579
H -2.277 -1.776 -1.610
*
```

---

Computed, not measured: C27H20NPSTa as an isolated structure, with ωB97M-V with the def2-TZVPD basis set.

LUMO level = -11.56 eV
Strongest force on any atom = 0.90 eV/A
E_HOMO = -0.646 Ha
Molar mass = 602.5 u

Structure (ORCA input):
```
! RIJCOSX wB97M-V def2-TZVPD def2/J DEFGRID3
* xyz 3 1
Ta -0.171 -0.013 -0.265
S 2.084 -0.303 0.356
P -2.674 0.351 -0.040
N -0.022 -0.174 1.823
C 0.962 2.768 -0.438
C -3.841 4.246 0.333
C -4.551 -0.897 1.548
C 1.127 -0.209 4.309
C -2.727 2.123 0.074
C -0.814 -0.119 2.916
C -6.360 -1.186 -0.558
C -6.693 -1.604 0.726
C -0.866 -0.869 -4.092
C -1.437 4.167 -0.020
C -2.032 -0.042 -1.696
C -1.878 0.868 -2.755
C -0.969 -1.780 -3.041
C 1.946 -0.263 3.186
C -4.219 -0.473 0.258
C -0.204 4.843 -0.175
C 1.319 -0.241 1.962
C -3.888 2.847 0.273
C -1.562 -1.378 -1.848
C 0.970 4.156 -0.389
C -0.229 2.005 -0.273
C -0.260 -0.138 4.173
C -1.326 0.438 -3.956
C -2.638 4.890 0.186
C -5.794 -1.460 1.776
C -5.121 -0.620 -0.803
C -1.466 2.757 -0.068
H -0.196 5.927 -0.129
H -0.633 -2.801 -3.167
H -4.836 2.335 0.387
H -2.593 5.971 0.225
H -7.662 -2.049 0.909
H -2.188 1.898 -2.629
H -4.750 4.809 0.490
H -0.902 -0.099 5.041
H -4.868 -0.296 -1.805
H -1.746 -2.117 -1.063
H 1.901 4.691 -0.515
H -7.067 -1.303 -1.368
H -6.062 -1.792 2.770
H 3.022 -0.330 3.259
H -0.425 -1.184 -5.030
H 1.903 2.272 -0.620
H -3.855 -0.794 2.370
H 1.572 -0.224 5.296
H -1.233 1.129 -4.784
H -1.878 -0.059 2.750
*
```

---

Computed, not measured: C10H24AgClN2O4 as an isolated structure, with ωB97M-V with the def2-TZVPD basis set.

LUMO level = -4.34 eV
Strongest force on any atom = 2.69 eV/A
E_HOMO = -0.283 Ha
Molar mass = 379.6 u

Structure (ORCA input):
```
! RIJCOSX wB97M-V def2-TZVPD def2/J DEFGRID3
* xyz 0 1
Ag 2.393 4.384 5.026
Cl 1.222 2.207 0.764
O -5.353 -1.671 5.808
O 8.316 -0.684 1.296
O -4.382 -2.105 3.174
O -1.133 2.002 -8.954
N 6.560 0.080 0.168
N 0.313 1.654 -7.286
C -5.521 -2.941 5.180
C -4.321 -1.826 1.728
C 6.131 -0.496 2.381
C -5.615 -2.667 3.639
C 1.163 2.137 -6.259
C 7.134 -0.402 1.234
C -1.098 3.708 -7.211
C -5.451 -1.621 7.220
C 7.128 0.103 -1.164
C -0.631 2.395 -7.883
H 1.589 3.109 -6.510
H -4.759 -2.621 1.124
H -2.182 3.797 -7.289
H 5.670 0.520 0.352
H 5.431 -1.332 2.355
H -5.732 -3.649 3.180
H -0.839 3.737 -6.153
H 8.215 0.126 -1.236
H -6.445 -1.891 7.578
H 0.718 2.211 -5.267
H -4.927 -3.768 5.568
H 6.924 -0.852 -1.650
H -3.306 -1.618 1.392
H -5.183 -0.729 7.787
H 6.668 0.893 -1.758
H 6.544 -0.693 3.371
H 5.591 0.449 2.430
H -6.538 -3.291 5.360
H 1.994 1.431 -6.269
H -0.697 4.547 -7.780
H 0.542 0.791 -7.759
H -6.503 -2.063 3.456
H -4.940 -1.010 1.354
H -4.691 -2.349 7.502
*
```